--- A ---
Density functional theory data (ωB97M-V with the def2-TZVPD basis set) for 2 unconnected molecules or ions with the total composition C4H12NO3.

XYZ file:
```
20
C4H12NO3, DFT ωB97M-V with the def2-TZVPD basis set
O -0.63510 -1.34594 -2.71622
C -0.20685 -0.58617 -1.85890
O 0.25708 0.69467 -2.12791
C -0.09841 -1.02867 -0.40550
C -1.07922 -0.13420 0.59550
C -1.05880 -0.76710 1.99367
N 1.41912 -0.80340 0.14512
H 0.28351 0.85023 -3.11391
H -0.16555 -2.14253 -0.33583
H -2.07487 -0.05163 0.20113
H -0.55449 0.91540 0.68489
H -1.23919 -0.19774 2.89407
H 0.01046 -1.16292 2.01118
H -1.88828 -1.53294 1.84213
H 1.46425 -0.36531 0.95836
H 1.83277 -0.11429 -0.53491
H 1.94799 -1.70628 0.31868
H 0.91086 3.28069 -0.93261
H 0.07990 3.34050 0.43864
O 0.79480 2.85762 -0.05758
```

Results
<S²>	0.753
E_HOMO (alpha / beta)	-3.56 / -10.18	eV
LUMO energy (alpha / beta)	0.4053 / 0.2946	eV
spin multiplicity	2
total charge	0

***

--- B ---
Density functional theory data (ωB97M-V with the def2-TZVPD basis set) for 2 unconnected molecules or ions with the total composition C4H12NO3.

XYZ file:
```
20
C4H12NO3, DFT ωB97M-V with the def2-TZVPD basis set
C -0.48557 0.27864 -0.19207
C 0.49041 1.49539 -0.08205
C 0.46707 2.41951 -1.28545
O 1.49140 3.42686 -1.19939
N 0.36899 -0.93320 0.04025
C 0.15926 -1.48987 1.37829
O -1.12256 -1.92222 1.50270
H -1.24152 0.54777 0.54376
H -0.96630 0.23819 -1.16695
H 0.11546 2.10899 0.74130
H 1.49576 1.26670 0.27211
H 0.59902 1.85262 -2.20735
H -0.39491 3.07851 -1.29021
H 2.18750 3.20385 -0.58027
H -0.12824 -1.57269 -0.58427
H 0.96341 -2.19848 1.61180
H 0.37138 -0.70493 2.11699
H -1.02357 -3.19010 0.53668
H -2.10140 -4.13871 0.02921
O -1.24557 -3.76683 -0.18507
```

Results
<S²>	0.755
E_HOMO (alpha / beta)	-10.33 / -10.10	eV
LUMO energy (alpha / beta)	0.8296 / -2.5804	eV
spin multiplicity	2
total charge	0

***

Compare the structures above. Which one is the most stable? B is.